The following is a quantum chemistry calculation of a molecular structure, C12H24N4NbOSTl in a non-equilibrium geometry, from the Open Molecules 2025 dataset.

Calculated values
**Energy relative to the best compared isomer or geometry (same formula, charge and spin)**: 3.8558 eV
**Frontier orbital gap (alpha / beta)**: 4.733 / 4.724 eV
**HOMO (alpha / beta)**: -0.540 / -0.540 Eh
**DFT total energy**: -1392.8918 Ha
**E_LUMO (alpha / beta)**: -9.966 / -9.969 eV
**Net charge**: +2

CARTESIAN COORDINATES (ANGSTROEM)
N 0.83969 1.99793 1.31216
C 0.60412 3.04787 2.08198
O 1.08953 4.21037 2.48361
Tl 3.05774 3.44030 1.13872
Nb 1.04323 0.23269 0.85589
N 1.56876 -0.23584 -1.16019
N -0.76528 -0.80080 1.07341
C 0.80080 0.19684 -2.36038
C -2.04350 -0.21742 1.44795
C 1.65337 0.22039 -3.61058
C -0.44341 -0.69908 -2.59625
C 0.36878 1.66055 -2.18392
C -1.91512 0.27701 2.89094
C -3.19334 -1.22252 1.39998
C -2.41393 0.94014 0.51421
H 2.59048 0.74772 -3.44988
H 1.13836 0.70048 -4.44899
H 1.90942 -0.77394 -3.94645
H -0.07815 -1.70652 -2.85807
H -1.04901 -0.30363 -3.44248
H -1.07250 -0.70218 -1.68168
H -0.19131 1.84395 -1.25970
H -0.32998 1.96355 -2.99742
H 1.24911 2.35076 -2.13344
H -1.67097 -0.55627 3.57324
H -2.86536 0.73788 3.19638
H -1.12072 1.03077 2.94477
H -3.13761 -2.01926 2.15477
H -3.33247 -1.68081 0.41204
H -4.13838 -0.71064 1.62516
H -3.39203 1.33413 0.84837
H -2.48712 0.56505 -0.52195
H -1.65090 1.72028 0.60162
C 2.48051 -1.31226 -1.35276
H 3.16123 -1.29911 -0.51169
H 2.14740 -2.35268 -1.48531
H 2.99693 -1.14140 -2.28550
C -0.63691 -2.24343 1.27495
H 0.42643 -2.57844 1.23159
H -1.04201 -2.55477 2.26096
H -1.20793 -2.83647 0.52879
S 4.83956 -0.50341 3.68538
C 3.59339 -0.41871 2.73377
N 2.61910 -0.34907 2.01598

Mulliken population analysis, charges in e, atoms 1 to 2: -0.64, 0.82